[1]
# C4H7NS

One molecule with the formula C4H7NS at a distorted geometry (wB97M-V/def2-TZVPD, OMol25).

Net charge: 0
SMILES string: [H]/N=C/C(=C)CS
Energy above the lowest of the compared OMol25 structures with the same formula, charge and spin: 61.7 kcal/mol
Highest occupied orbital energy: -8.88 eV
2S+1: 1
Gap between HOMO and LUMO: 9.38 eV

The geometry in XYZ format:
```
13
C4H7NS wB97M-V/def2-TZVPD
H -0.152 -2.274 2.258
N -0.345 -1.239 1.872
C 0.500 -1.117 0.910
C 0.564 0.051 0.039
C 1.559 0.275 -0.819
C -0.910 1.072 -0.026
S -1.535 0.857 -1.684
H 1.177 -1.840 0.608
H 1.536 1.020 -1.525
H 2.395 -0.377 -0.970
H -0.408 2.026 -0.054
H -1.478 0.678 0.846
H -2.903 0.870 -1.456
```


[2]
# C4H8BrClNO3S

An isolated ion of composition C4H8BrClNO3S and charge -1 at a distorted geometry (wB97M-V/def2-TZVPD, OMol25).

Net charge: -1
SMILES string: CC(C)(CS(=O)(=O)[O-])N(Cl)Br
Energy above the lowest of the compared OMol25 structures with the same formula, charge and spin: 12.4 kcal/mol
Highest occupied orbital energy: -5.64 eV
2S+1: 1
Gap between HOMO and LUMO: 8.33 eV

The geometry in XYZ format:
```
19
C4H8BrClNO3S wB97M-V/def2-TZVPD
C 0.074 1.429 0.806
C -0.421 0.342 0.014
C -0.432 0.321 -1.448
C 0.118 -1.081 0.520
S 1.983 -1.088 0.178
O 2.162 -0.819 -1.218
O 2.649 -0.109 0.971
O 2.182 -2.411 0.642
N -2.133 0.277 0.577
Cl -2.861 1.749 0.123
Br -3.136 -1.239 -0.039
H 0.146 2.335 0.251
H 1.158 1.250 1.030
H -0.501 1.479 1.674
H -1.056 -0.365 -1.918
H 0.653 -0.046 -1.686
H -0.405 1.336 -1.936
H -0.313 -1.979 -0.117
H 0.134 -1.381 1.576
```


[3]
# C28H50IN3O8

A 4-piece molecular cluster, C28H50IN3O8 overall at a distorted geometry (wB97M-V/def2-TZVPD, OMol25).

Net charge: 0
SMILES string: O=C1C=C(I)C(=O)c2ccccc21.COCCNCCOC.COCCNCCOC.COCCNCCOC
Highest occupied orbital energy: -8.45 eV
2S+1: 1
Gap between HOMO and LUMO: 7.53 eV

The geometry in XYZ format:
```
90
C28H50IN3O8 wB97M-V/def2-TZVPD
O -4.866 -3.145 -2.183
C -4.729 -1.986 -1.858
C -3.410 -1.397 -1.406
C -3.118 -0.160 -1.767
I -1.338 0.826 -1.180
C -4.105 0.615 -2.616
O -3.778 1.372 -3.493
C -5.550 0.320 -2.287
C -6.508 1.294 -2.326
C -7.800 0.962 -1.976
C -8.117 -0.325 -1.622
C -7.153 -1.306 -1.584
C -5.864 -0.981 -1.912
H -2.728 -1.957 -0.770
H -6.214 2.303 -2.599
H -8.560 1.736 -1.983
H -9.142 -0.583 -1.376
H -7.372 -2.331 -1.301
C 5.390 -3.507 1.900
O 4.523 -3.023 2.908
C 4.826 -1.699 3.340
C 3.736 -0.733 2.923
N 3.737 -0.525 1.477
C 2.566 0.194 0.981
C 1.200 -0.474 1.135
O 1.032 -1.640 0.351
C 1.505 -2.838 0.942
H 5.163 -4.560 1.743
H 5.240 -2.976 0.954
H 6.437 -3.419 2.206
H 5.807 -1.370 2.985
H 4.862 -1.724 4.432
H 3.896 0.225 3.424
H 2.779 -1.147 3.268
H 3.777 -1.425 1.017
H 2.733 0.366 -0.086
H 2.533 1.180 1.457
H 0.451 0.235 0.765
H 0.940 -0.668 2.183
H 1.413 -2.826 2.030
H 2.542 -3.030 0.656
H 0.903 -3.662 0.554
C 5.527 5.063 8.212
O 4.531 4.372 8.943
C 3.213 4.865 8.724
C 2.375 3.846 7.975
N 2.820 3.712 6.592
C 2.227 2.580 5.883
C 2.553 1.174 6.385
O 3.909 0.798 6.213
C 4.781 1.201 7.256
H 6.497 4.705 8.552
H 5.444 4.868 7.138
H 5.472 6.141 8.392
H 3.220 5.830 8.209
H 2.767 5.021 9.710
H 1.329 4.165 7.986
H 2.451 2.895 8.518
H 3.825 3.603 6.581
H 2.564 2.649 4.845
H 1.140 2.707 5.869
H 1.975 0.475 5.773
H 2.231 1.008 7.419
H 4.280 1.228 8.226
H 5.227 2.174 7.036
H 5.595 0.476 7.308
C -4.613 -1.192 -5.740
O -4.728 -1.397 -7.136
C -4.541 -0.214 -7.905
C -3.257 -0.294 -8.709
N -2.087 -0.209 -7.843
C -0.827 -0.526 -8.512
C -0.638 -1.946 -9.042
O -0.554 -2.935 -8.031
C -1.798 -3.441 -7.577
H -4.906 -2.115 -5.241
H -3.581 -0.957 -5.457
H -5.275 -0.388 -5.405
H -4.566 0.685 -7.283
H -5.382 -0.156 -8.603
H -3.231 0.531 -9.428
H -3.278 -1.238 -9.270
H -2.205 -0.849 -7.069
H -0.031 -0.333 -7.788
H -0.680 0.182 -9.334
H 0.327 -1.970 -9.557
H -1.388 -2.220 -9.793
H -2.554 -3.447 -8.366
H -2.159 -2.871 -6.717
H -1.640 -4.467 -7.243
```


[4]
# C25H47IN4O4P

A 3-piece molecular cluster, C25H47IN4O4P overall at a distorted geometry (wB97M-V/def2-TZVPD, OMol25).

Net charge: +1
Energy above the lowest of the compared OMol25 structures with the same formula, charge and spin: 0.0 kcal/mol
Expectation value of S²: 2.008
Highest occupied orbital energy (alpha / beta): -10.42 / -11.25 eV
2S+1: 3
Gap between HOMO and LUMO (alpha / beta): 6.65 / 7.47 eV

The geometry in XYZ format:
```
82
C25H47IN4O4P wB97M-V/def2-TZVPD
N -0.840 -1.761 -1.561
C -2.078 -1.082 -1.194
P -1.811 -0.102 0.394
I -2.272 -1.569 2.229
C -3.024 1.323 0.545
O -3.438 1.845 -0.677
O -2.379 2.609 -1.224
C -0.049 0.468 0.333
C 0.826 -0.026 1.266
C 2.160 0.373 1.198
C 2.406 1.250 0.128
C 1.442 1.700 -0.740
N 0.176 1.305 -0.636
H -0.362 -2.131 -0.748
H -0.234 -1.133 -2.071
H -2.897 -1.797 -1.091
H -2.266 -0.328 -1.961
H -2.666 2.090 1.240
H -3.921 0.882 0.992
H -2.159 2.133 -2.039
H 0.545 -0.728 2.039
H 2.918 0.021 1.880
H 3.424 1.591 -0.032
H 1.723 2.374 -1.541
C -2.941 -6.715 -3.960
C -3.306 -5.944 -2.675
C -4.141 -6.845 -1.765
C -5.547 -7.088 -2.308
C -6.258 -5.765 -2.583
C -5.449 -4.774 -3.430
N -4.019 -4.671 -3.000
O -3.952 -3.886 -1.966
C -5.516 -5.166 -4.919
C -6.153 -3.417 -3.370
C -1.957 -5.665 -2.013
H -2.191 -7.476 -3.742
H -3.776 -7.252 -4.403
H -2.520 -6.048 -4.714
H -4.221 -6.395 -0.769
H -3.632 -7.801 -1.628
H -5.513 -7.699 -3.213
H -6.122 -7.662 -1.579
H -7.213 -5.963 -3.074
H -6.499 -5.304 -1.620
H -4.864 -4.529 -5.518
H -6.530 -5.043 -5.299
H -5.255 -6.204 -5.113
H -6.301 -3.072 -2.347
H -7.140 -3.492 -3.823
H -5.592 -2.654 -3.913
H -1.331 -5.036 -2.649
H -1.427 -6.602 -1.842
H -2.059 -5.179 -1.042
C 6.684 5.859 4.400
C 6.317 5.548 2.934
C 5.660 6.778 2.305
C 4.259 7.042 2.854
C 3.378 5.802 2.703
C 4.006 4.512 3.242
N 5.435 4.346 2.847
O 5.472 3.887 1.629
C 3.882 4.464 4.778
C 3.161 3.335 2.761
C 7.665 5.293 2.259
H 7.533 6.541 4.438
H 5.892 6.353 4.957
H 6.969 4.952 4.935
H 5.595 6.651 1.220
H 6.288 7.655 2.472
H 4.303 7.353 3.901
H 3.807 7.874 2.311
H 2.420 5.976 3.201
H 3.150 5.678 1.639
H 4.413 3.601 5.183
H 2.836 4.371 5.073
H 4.248 5.357 5.276
H 3.023 3.307 1.683
H 2.162 3.412 3.195
H 3.591 2.382 3.079
H 8.165 4.429 2.699
H 8.314 6.158 2.388
H 7.572 5.126 1.187
```


[5]
# C5H14N2

One molecule with the formula C5H14N2 (wB97M-V/def2-TZVPD, OMol25).

Net charge: 0
SMILES string: CCCCNCN
Energy above the lowest of the compared OMol25 structures with the same formula, charge and spin: 18.4 kcal/mol
Highest occupied orbital energy: -8.74 eV
2S+1: 1
Gap between HOMO and LUMO: 9.88 eV

The geometry in XYZ format:
```
21
C5H14N2 wB97M-V/def2-TZVPD
C -1.943 -0.673 -0.739
C -1.758 0.832 -0.936
C -0.322 1.356 -1.097
C 0.602 1.056 0.082
N 1.262 -0.256 0.004
C 1.180 -1.113 1.179
N 2.387 -1.196 1.993
H -2.240 -0.859 0.290
H -1.089 -1.293 -0.991
H -2.770 -1.028 -1.350
H -2.191 1.375 -0.090
H -2.314 1.189 -1.806
H 0.087 0.903 -2.008
H -0.386 2.434 -1.213
H 0.003 1.108 1.006
H 1.369 1.825 0.127
H 0.948 -0.766 -0.806
H 0.391 -0.769 1.844
H 0.903 -2.130 0.884
H 2.773 -0.262 2.113
H 3.106 -1.731 1.513
```


[6]
# H20O10

A 10-piece molecular cluster, H20O10 overall at a distorted geometry (wB97M-V/def2-TZVPD, OMol25).

Net charge: 0
SMILES string: O.O.O.O.O.O.O.O.O.O
Energy above the lowest of the compared OMol25 structures with the same formula, charge and spin: 95.8 kcal/mol
Highest occupied orbital energy: -11.29 eV
2S+1: 1
Gap between HOMO and LUMO: 10.87 eV

The geometry in XYZ format:
```
30
H20O10 wB97M-V/def2-TZVPD
O -0.734 -0.603 -0.546
H -0.791 0.120 0.091
H 0.180 -0.598 -0.655
O -2.351 3.584 0.895
H -1.924 3.312 1.695
H -3.325 3.435 0.998
O 2.138 1.115 -0.874
H 2.214 1.172 0.070
H 2.040 2.046 -1.132
O 5.329 -1.575 -0.233
H 4.375 -1.805 -0.167
H 5.835 -2.049 0.425
O 2.280 2.698 3.167
H 1.971 2.143 2.459
H 3.170 2.857 2.990
O 1.253 -0.857 -2.921
H 1.767 -1.239 -3.668
H 1.868 -0.261 -2.583
O -3.814 -2.311 -1.814
H -4.654 -2.543 -1.339
H -3.098 -2.498 -1.188
O 1.254 -3.936 1.817
H 1.571 -3.975 2.727
H 0.285 -3.791 2.077
O -5.245 -1.332 1.792
H -5.132 -0.919 0.930
H -4.240 -1.405 1.982
O -0.511 3.165 -2.603
H -0.799 3.723 -1.822
H -0.911 2.327 -2.568
```


[7]
# C6H11N2O5

An isolated ion of composition C6H11N2O5 and charge +1 at a distorted geometry (wB97M-V/def2-TZVPD, OMol25).

Net charge: +1
SMILES string: CN1C(=O)[N@@+](C)(O)C(O)=C(O)[C@@H]1O
Energy above the lowest of the compared OMol25 structures with the same formula, charge and spin: 56.1 kcal/mol
Highest occupied orbital energy: -14.32 eV
2S+1: 1
Gap between HOMO and LUMO: 10.81 eV

The geometry in XYZ format:
```
24
C6H11N2O5 wB97M-V/def2-TZVPD
C -2.588 -0.935 -0.569
N -1.190 -0.389 -0.420
C -0.202 -1.223 0.015
O -0.247 -2.407 0.194
N 1.139 -0.477 0.183
C 1.647 -0.628 1.538
O 2.043 -1.077 -0.740
C 1.168 0.911 -0.152
O 2.890 1.203 -0.414
C 0.190 1.748 -0.354
O 0.120 3.008 -0.765
C -1.114 1.021 -0.065
O -1.313 1.236 1.294
H -2.553 -1.804 -1.254
H -2.795 -1.325 0.431
H -3.221 -0.101 -0.874
H 1.212 0.097 2.151
H 1.459 -1.707 1.827
H 2.828 -0.636 1.697
H 2.795 -0.468 -0.726
H 2.983 1.940 -1.036
H -0.595 3.615 -0.532
H -1.866 1.462 -0.665
H -2.168 0.942 1.669
```


[8]
# C12H16N2O

A 2-piece molecular cluster, C12H16N2O overall at a distorted geometry (wB97M-V/def2-TZVPD, OMol25).

Net charge: 0
SMILES string: Cc1c[nH]c2ccccc12.CCC(N)=O
Energy above the lowest of the compared OMol25 structures with the same formula, charge and spin: 67.9 kcal/mol
Highest occupied orbital energy: -7.89 eV
2S+1: 1
Gap between HOMO and LUMO: 8.58 eV

The geometry in XYZ format:
```
31
C12H16N2O wB97M-V/def2-TZVPD
C 0.068 1.668 -2.720
C 0.926 0.876 -1.806
C 1.730 -0.250 -1.989
N 2.274 -0.582 -0.676
C 1.863 0.382 0.300
C 1.995 0.244 1.632
C 1.342 1.221 2.454
C 0.570 2.163 1.874
C 0.373 2.197 0.479
C 0.917 1.337 -0.391
H -0.033 1.255 -3.728
H 0.512 2.629 -2.814
H -0.939 1.862 -2.409
H 2.125 -0.673 -2.840
H 2.746 -1.444 -0.493
H 2.698 -0.455 1.903
H 1.554 1.295 3.481
H 0.062 2.852 2.609
H -0.142 3.134 0.060
C -1.001 -1.340 1.533
C -2.361 -1.196 0.850
C -2.575 -1.718 -0.484
N -1.395 -2.301 -1.075
O -3.539 -1.535 -1.310
H -0.758 -0.785 2.515
H -0.156 -0.953 0.990
H -0.989 -2.443 1.770
H -2.898 -1.633 1.685
H -2.701 -0.096 0.866
H -1.365 -2.774 -1.925
H -0.902 -2.938 -0.342
```


[9]
# C31H45ClF5OPTl

C31H45ClF5OPTl as an isolated structure at a distorted geometry (wB97M-V/def2-TZVPD, OMol25).

Net charge: -1
Energy above the lowest of the compared OMol25 structures with the same formula, charge and spin: 70.2 kcal/mol
Highest occupied orbital energy (alpha / beta): -2.86 / -3.81 eV
2S+1: 1
Gap between HOMO and LUMO (alpha / beta): 5.21 / 6.09 eV

The geometry in XYZ format:
```
85
C31H45ClF5OPTl wB97M-V/def2-TZVPD
Tl 1.293 1.798 1.149
P -0.098 0.527 -2.464
Cl 1.806 3.567 -0.912
C -1.639 0.340 -1.438
H -2.439 -0.355 -1.756
H -1.346 0.177 -0.378
C 1.826 0.705 -2.722
C -0.636 2.309 -2.679
C 2.404 0.777 -4.146
H 1.971 1.727 -2.292
C 3.869 1.264 -4.090
H 2.378 -0.210 -4.630
H 1.836 1.470 -4.780
C 4.737 0.334 -3.230
H 4.279 1.343 -5.108
H 3.890 2.276 -3.651
C 4.125 0.138 -1.838
H 4.835 -0.637 -3.737
H 5.749 0.752 -3.143
C 2.645 -0.282 -1.887
H 4.705 -0.610 -1.286
H 4.209 1.090 -1.289
H 2.559 -1.282 -2.340
H 2.262 -0.349 -0.858
C -0.671 -0.557 -3.827
C -2.131 2.182 -2.576
H -0.236 2.759 -1.737
C -2.869 3.509 -2.582
H -2.542 1.580 -3.407
H -2.290 1.494 -1.554
C -2.312 4.461 -3.660
H -3.937 3.340 -2.783
H -2.801 3.973 -1.588
C -0.784 4.542 -3.727
H -2.687 4.155 -4.650
H -2.711 5.461 -3.470
C -0.097 3.178 -3.805
H -0.487 5.158 -4.581
H -0.397 5.015 -2.819
H -0.232 2.714 -4.787
H 0.980 3.316 -3.660
C 0.136 -1.862 -3.845
H -1.714 -0.814 -3.572
C -0.553 -2.841 -4.797
H 1.164 -1.669 -4.188
H 0.217 -2.292 -2.835
C -0.750 -2.247 -6.196
H 0.030 -3.765 -4.861
H -1.534 -3.104 -4.381
C -1.362 -0.838 -6.189
H 0.220 -2.216 -6.712
H -1.395 -2.911 -6.781
C -0.689 0.112 -5.193
H -1.306 -0.395 -7.188
H -2.425 -0.913 -5.922
H 0.339 0.339 -5.510
H -1.225 1.070 -5.152
C -0.079 -2.656 -0.121
C -1.379 -2.344 -0.372
H 0.692 -2.539 -0.893
C -2.467 -2.553 0.646
H -1.724 -2.120 -1.387
C -1.922 -2.754 2.060
H -3.164 -1.707 0.678
H -3.074 -3.438 0.390
C -0.745 -3.719 2.083
H -1.562 -1.788 2.442
H -2.722 -3.123 2.711
C 0.388 -3.144 1.216
H -0.399 -3.882 3.112
H -1.060 -4.691 1.676
H 0.846 -2.321 1.791
H 1.163 -3.908 1.094
F 0.001 1.380 7.780
C -0.081 0.959 6.504
C -0.697 1.778 5.547
F -1.252 2.961 5.901
C -0.726 1.372 4.234
F -1.214 2.206 3.271
C -0.178 0.115 3.806
O -0.186 -0.219 2.574
C 0.417 -0.694 4.822
F 0.995 -1.863 4.456
C 0.453 -0.286 6.139
F 1.000 -1.085 7.083
```


[10]
# C22H27N8S2W

C22H27N8S2W as an isolated structure at a distorted geometry (wB97M-V/def2-TZVPD, OMol25).

Net charge: +3
Energy above the lowest of the compared OMol25 structures with the same formula, charge and spin: 14.0 kcal/mol
Expectation value of S²: 2.034
Highest occupied orbital energy (alpha / beta): -16.54 / -16.58 eV
2S+1: 3
Gap between HOMO and LUMO (alpha / beta): 5.52 / 5.98 eV

The geometry in XYZ format:
```
60
C22H27N8S2W wB97M-V/def2-TZVPD
W -0.022 -0.019 1.778
C -2.384 1.240 -4.826
C -1.999 0.071 -3.901
C -2.537 -1.246 -4.500
C -0.473 -0.011 -3.839
C -2.625 0.269 -2.534
C -4.019 0.447 -2.423
C -4.659 0.644 -1.217
C -3.882 0.655 -0.065
S -4.358 0.877 1.600
C -2.750 0.708 2.109
N -1.869 0.491 1.100
C -2.504 0.463 -0.145
C -1.872 0.274 -1.369
C -2.241 0.800 3.458
C -3.012 1.137 4.566
C -2.403 1.241 5.808
C -1.037 1.012 5.955
C -0.261 0.667 4.856
C -0.849 0.553 3.602
H -1.859 1.140 -5.775
H -2.107 2.196 -4.376
H -3.452 1.262 -5.040
H -2.065 -1.421 -5.466
H -3.616 -1.213 -4.648
H -2.312 -2.088 -3.842
H -0.084 -0.153 -4.847
H -0.133 -0.860 -3.238
H -0.045 0.918 -3.449
H -4.619 0.434 -3.323
H -5.730 0.788 -1.175
H -0.795 0.143 -1.393
H -4.071 1.337 4.457
H -2.999 1.519 6.668
H -0.581 1.116 6.930
H 0.803 0.499 4.978
S 1.617 1.678 1.726
C 2.958 1.077 0.716
N 2.755 0.779 -0.556
C 3.860 0.530 -1.509
C 5.144 1.123 -0.950
C 5.341 0.635 0.476
N 4.146 0.992 1.263
H 1.843 0.969 -0.938
H 3.598 0.993 -2.458
H 3.960 -0.544 -1.670
H 5.078 2.213 -0.954
H 5.989 0.836 -1.570
H 6.212 1.088 0.942
H 5.475 -0.449 0.501
H 4.264 1.300 2.218
N 1.763 -4.633 0.861
N 1.779 -3.485 1.526
N 2.695 -3.233 2.440
C 2.418 -2.004 2.815
N 1.367 -1.531 2.119
N 0.962 -2.506 1.295
H 2.328 -5.363 1.273
H 0.913 -4.877 0.375
H 2.958 -1.476 3.584
```